Density functional theory data (ωB97M-V/def2-TZVPD) for 2 unconnected molecules or ions with the total composition C3Cl2S3.

Highest occupied orbital energy ... -8.1579 eV
Energy above the lowest of the compared OMol25 structures with the same formula, charge and spin ... 4.6 kcal/mol

Last column: Löwdin charge in e.
Geometry (Å):
C  1.480  -0.645  -0.012  -1.1803
C  0.818  -0.272  -1.070  -0.9758
C  -1.857  0.703  0.904  -1.3884
S  -0.768  0.708  1.964  0.7569
S  1.674  1.185  -0.100  0.6597
S  -2.974  0.709  -0.227  0.6582
Cl  1.912  -1.959  0.828  0.7559
Cl  -0.286  -0.428  -2.287  0.7138